# 1
The following is a quantum chemistry calculation of a single C29H27F3N2O5S molecule, from the OMol25 dataset.

* ΔE to the lowest compared entry with this formula, charge and spin: 3.229 eV
* orbital gap: 0.211 Eh
* HOMO energy: -5.3 eV
* LUMO energy: 0.42 eV

Each line ends with the Löwdin charge.
Positions of all 67 atoms, in Å:
C 1.28856 3.26895 3.66035  -0.0399
O 1.72554 2.03982 3.04740  -0.0760
C 2.86459 2.03939 2.32064  -0.2224
C 3.63663 3.16928 1.98382  -0.0109
C 4.73003 3.01534 1.13057  -0.0698
C 5.09508 1.77307 0.61295  -0.0150
C 4.32012 0.64664 0.96340  -0.2130
O 4.43052 -0.59351 0.42763  -0.0838
C 5.34161 -0.80213 -0.67173  -0.0433
C 3.23692 0.78434 1.82876  -0.0595
N 2.42546 -0.38209 2.08391  0.0789
C 1.10679 -0.49975 1.78048  -0.0779
C 0.37050 0.46596 0.95160  -0.3797
C -1.08175 0.28435 0.94710  -0.0785
C -1.76964 0.43656 -0.25607  -0.2057
C -3.23371 0.31245 -0.23848  -0.1874
C -4.10667 0.80292 -1.25459  -0.0582
C -5.48337 0.58598 -1.17258  -0.0834
C -6.03883 -0.03673 -0.03498  -0.0847
C -5.17818 -0.37815 1.03170  -0.0821
C -3.79973 -0.27915 0.89250  -0.0368
O 0.94903 1.37898 0.33387  -0.0181
N 0.73555 -1.74672 2.18166  -0.0378
C -0.58809 -2.33899 2.06034  -0.0168
C 1.80498 -2.38165 2.81512  -0.0144
C 2.86914 -1.53993 2.72479  0.0072
H 0.42149 2.98104 4.25265  0.0921
H 2.06790 3.69503 4.30862  0.0950
H 0.99912 4.00158 2.89426  0.1022
H 3.35873 4.15046 2.38080  0.1076
H 5.32398 3.89057 0.86869  0.1091
H 5.93768 1.65840 -0.07063  0.1044
H 5.23315 -1.85964 -0.91228  0.0925
H 5.06259 -0.18273 -1.53726  0.1034
H 6.37700 -0.58098 -0.37393  0.0918
H -1.49888 0.22228 1.96301  0.1048
H -1.06718 1.32452 -0.79115  0.1772
H -3.74933 1.30620 -2.15280  0.1042
H -6.14236 0.94005 -1.95907  0.1008
H -7.12247 -0.14508 0.06275  0.0962
H -5.56749 -0.69143 1.99462  0.0969
H -3.12710 -0.69315 1.70159  0.1044
H -0.51213 -3.38983 2.39887  0.0950
H -1.33453 -1.81157 2.69209  0.0899
H -0.93265 -2.31869 1.00847  0.0946
H 1.70663 -3.36814 3.24576  0.1218
H 3.88668 -1.63619 3.06591  0.1334
F 1.55151 2.58601 -3.54026  0.1243
C 0.32264 2.34676 -3.02484  -0.5747
F 0.20293 2.98167 -1.82303  0.1184
F -0.63455 2.81765 -3.87088  0.1119
S 0.14328 0.45866 -2.84837  0.8053
C -1.46463 0.23280 -1.91968  -0.2236
C -1.83404 -1.22003 -2.15151  -0.2339
C -3.03795 -1.47031 -2.84651  -0.0377
C -3.40604 -2.75640 -3.21215  -0.0719
C -2.49671 -3.79995 -2.97859  -0.0891
C -1.22812 -3.53432 -2.41989  -0.0746
C -0.89994 -2.25554 -1.94840  -0.0483
O -0.03632 -0.06566 -4.19050  -0.2629
O 1.15383 0.01212 -1.92058  -0.2839
H -2.07555 0.92423 -2.54973  0.1089
H -3.68410 -0.64385 -3.12128  0.1008
H -4.39203 -2.92888 -3.65900  0.1079
H -2.75147 -4.80946 -3.35317  0.1033
H -0.48019 -4.33033 -2.32444  0.1029
H 0.07553 -2.06311 -1.48833  0.1087

=====

# 2
The following is a quantum chemistry calculation of 3 unconnected molecules or ions with the total composition C29H27F4N3O8, from the OMol25 dataset.

* orbital gap: 0.305 Eh
* HOMO energy: -9.5 eV
* structure (SMILES): CCC(=O)OCCN1C(=O)c2c(C[C@H](C)F)ccc(C(F)(F)F)c2C1=O.O=[N+]([O-])c1ccccc1.O=[N+]([O-])c1ccccc1
* LUMO energy: -1.18 eV

Each line ends with the Löwdin charge.
Positions of all 71 atoms, in Å:
C -3.87859 1.36097 -0.54476  -0.1064
C -3.92523 -0.24898 -0.42440  -0.1123
C -2.50778 -0.98630 -0.49092  -0.3614
O -2.08978 -1.56177 0.54458  0.0584
O -1.67112 -1.04405 -1.67619  -0.0651
C -0.71860 0.06259 -1.48714  -0.1390
C 0.77159 -0.32754 -1.99018  -0.0718
N 1.86398 0.25013 -1.16430  -0.0229
C 1.70887 1.61263 -0.62563  -0.3023
O 1.79219 2.51777 -1.46840  0.0995
C 1.59061 1.38812 0.91016  0.0234
C 1.03205 2.28756 2.01536  -0.0719
C 0.37555 3.69829 1.82847  -0.1270
C 0.30527 4.34216 0.39303  -0.3368
C -0.32075 5.83652 0.49846  -0.0545
F -0.61444 3.57907 -0.40935  -0.0669
C 1.12986 1.72247 3.48484  0.0167
C 1.74545 0.32725 3.78101  0.0372
C 2.27743 -0.58353 2.62164  0.0098
C 2.87170 -2.03251 2.87706  -0.3535
F 4.25190 -2.02175 2.55196  0.0816
F 2.76854 -2.29464 4.28854  0.0319
F 2.18886 -3.04611 2.13604  0.0732
C 2.17944 -0.02378 1.19310  0.0652
C 2.57842 -0.61669 -0.23474  -0.2752
O 3.30075 -1.61884 -0.44574  0.0891
H -4.32706 1.78300 0.43060  0.0873
H -2.84004 1.80655 -0.64933  0.0486
H -4.51341 1.72984 -1.42647  0.0785
H -4.43131 -0.50996 0.56435  0.1177
H -4.56110 -0.66148 -1.27755  0.1196
H -0.74654 0.42194 -0.40007  0.1313
H -1.11604 0.93364 -2.12108  0.1070
H 0.87245 0.14605 -3.04148  0.1341
H 0.88011 -1.46310 -2.17195  0.1535
H -0.70300 3.65008 2.24887  0.1466
H 0.92089 4.44308 2.52800  0.1393
H 1.34373 4.47038 -0.05697  0.1434
H 0.26978 6.43221 1.28535  0.0888
H -0.23482 6.29292 -0.55541  0.0911
H -1.42644 5.75140 0.76206  0.0878
H 0.75480 2.33219 4.36735  0.1039
H 1.80185 -0.02868 4.85957  0.1062
O 3.10713 -10.53507 3.91798  0.0682
N 2.54939 -9.78762 3.12659  -0.3485
O 1.97165 -10.15841 2.11503  0.0704
C 2.57990 -8.35030 3.40765  -0.1475
C 3.25993 -7.88383 4.53093  -0.0046
C 3.30643 -6.51655 4.78067  -0.0614
C 2.67425 -5.62756 3.91600  -0.0640
C 1.98780 -6.10026 2.80133  -0.0577
C 1.93850 -7.46619 2.54227  0.0034
H 3.75661 -8.56570 5.21225  0.1177
H 3.83880 -6.14225 5.64889  0.1082
H 2.71774 -4.56184 4.11143  0.0790
H 1.49453 -5.40362 2.13245  0.1008
H 1.40317 -7.82193 1.66884  0.1194
O -2.92629 4.06433 -2.15804  0.0818
N -2.79713 3.20969 -3.02117  -0.3017
O -2.71225 2.00756 -2.79842  -0.0055
C -2.73570 3.65154 -4.41602  -0.1331
C -2.79176 5.01291 -4.70920  0.0008
C -2.70891 5.42910 -6.03354  -0.0655
C -2.57591 4.49018 -7.05235  -0.0707
C -2.53092 3.13151 -6.75374  -0.0639
C -2.61021 2.70613 -5.43195  0.0033
H -2.89511 5.75435 -3.92471  0.1190
H -2.74491 6.48682 -6.27232  0.1090
H -2.50590 4.81920 -8.08478  0.1086
H -2.43008 2.40404 -7.55216  0.1097
H -2.57076 1.64473 -5.21222  0.1209

=====

# 3
The following is a quantum chemistry calculation of a molecular structure, C29H27N5O5SbW, from the OMol25 dataset.

* ΔE to the lowest compared entry with this formula, charge and spin: 0.149 eV
* orbital gap (alpha / beta): 0.253 / 0.270 Eh
* charge: +1
* HOMO energy (alpha / beta): -10.3 / -10.9 eV
* 2S+1: 3
* LUMO energy (alpha / beta): -3.39 / -3.59 eV

Each line ends with the Löwdin charge.
Positions of all 68 atoms, in Å:
W -0.16952 0.26247 -0.08536  1.5520
O -2.40601 0.37557 3.47880  0.1456
C -1.53795 0.34858 2.64733  -0.4196
N -1.56316 -0.29109 1.41117  -0.0507
C -2.47286 -1.30353 1.17652  -0.4598
O -3.32755 -1.71962 1.91628  0.1345
C -2.27124 -1.92846 -0.17718  -0.1826
C -3.05013 -3.00328 -0.56243  0.0394
C -2.83688 -3.56891 -1.80851  -0.0061
C -1.85552 -3.03163 -2.62627  -0.0149
C -1.12067 -1.95327 -2.17617  -0.1031
N -1.31749 -1.40359 -0.96912  -0.0488
C -0.22704 1.04594 2.85401  -0.1582
C 0.12296 1.58036 4.07712  0.0392
C 1.38125 2.14365 4.21203  -0.0079
C 2.23976 2.14946 3.12292  -0.0116
C 1.80854 1.61566 1.92469  -0.0833
N 0.58917 1.08110 1.79136  -0.0362
H -3.79477 -3.36462 0.13249  0.1345
H -3.42520 -4.41460 -2.13828  0.1248
H -1.65175 -3.43572 -3.60738  0.1223
H -0.36175 -1.50340 -2.79791  0.1081
H -0.59307 1.53039 4.88490  0.1341
H 1.69406 2.56758 5.15666  0.1240
H 3.23325 2.56830 3.18992  0.1210
H 2.43256 1.61815 1.04244  0.1267
O 0.23460 4.67484 0.09740  0.0580
C 0.55741 4.90896 -1.19672  -0.2717
C 0.60529 6.24362 -1.59432  -0.0009
C 0.91882 6.57047 -2.89659  -0.0568
C 1.19601 5.57529 -3.83326  -0.0743
C 1.15003 4.25574 -3.44648  -0.0249
C 0.82548 3.89505 -2.13125  -0.1050
C 0.75605 2.46786 -1.78757  -0.4299
O 0.51744 2.15100 -0.51569  -0.3329
N 0.96217 1.54256 -2.66356  0.0983
N 0.95905 0.29108 -2.00865  -0.1185
C 1.99328 -0.42645 -2.27550  -0.0461
C 2.26717 -1.70647 -1.67440  -0.1566
C 3.08595 -2.60748 -2.37873  -0.0287
C 3.34010 -3.86293 -1.88191  -0.0730
C 2.79724 -4.22879 -0.64872  -0.0526
C 2.02689 -3.35103 0.08375  0.0030
C 1.76041 -2.06757 -0.40717  -0.3231
O 1.07970 -1.22121 0.35907  -0.2335
H 0.28310 3.71506 0.24388  0.0651
H 0.39310 7.00370 -0.85483  0.1250
H 0.95330 7.61187 -3.18870  0.1127
H 1.44777 5.83793 -4.85100  0.1070
H 1.36140 3.46573 -4.15405  0.1116
H 2.71120 -0.02871 -2.99070  0.1486
H 3.50057 -2.30410 -3.33269  0.1197
H 3.95741 -4.55630 -2.43518  0.1098
H 2.99553 -5.21595 -0.25118  0.1147
H 1.63214 -3.62202 1.05367  0.1233
C -3.13626 0.84940 -3.02612  -0.2840
Sb -2.53801 1.59325 -1.12795  1.3921
C -2.63837 3.67790 -1.47649  -0.2661
C -4.28735 1.24990 0.02073  -0.2701
H -3.98800 1.41650 -3.39732  0.0195
H -3.41575 -0.20038 -2.94043  0.0001
H -2.30460 0.94602 -3.72300  0.0117
H -3.67393 3.93056 -1.69870  0.0222
H -2.00523 3.94265 -2.32106  0.0171
H -2.30433 4.22089 -0.59486  0.0145
H -5.09859 1.85573 -0.37949  0.0208
H -4.10234 1.52443 1.05820  0.0178
H -4.57211 0.19993 -0.01465  0.0129

=====

| no. | molar mass (g/mol) | F_max (eV Å⁻¹) |
| --- | --- | --- |
| 1 | 572.61 | 6.593 |
| 2 | 621.54 | 4.874 |
| 3 | 831.17 | 0.737 |